The following is a DFT calculation (ωB97M-V with the def2-TZVPD basis set) of a molecular structure, C10H24CrN4S2.

The geometry in XYZ format:
```
41
Properties=species:S:1:pos:R:3:forces:R:3:lowdin_spin:R:1
Cr 0.3302 -0.3670 -0.1346 0.5 -0.8 0.7 0.797
N -1.2077 -1.7867 -0.6973 0.1 0.2 0.1 0.005
C -2.4231 -1.1283 -1.2378 0.0 0.0 0.0 0.000
C -2.4343 0.3373 -0.8269 -0.1 -0.1 0.0 0.001
N -1.1141 0.9454 -1.0804 0.0 -0.1 0.0 -0.004
C -0.9745 2.2433 -0.3872 0.1 0.1 0.1 0.000
C 0.4923 2.6355 -0.2832 0.0 0.0 0.0 -0.001
N 1.2577 1.5217 0.3183 -0.2 0.0 -0.1 0.000
C -0.8375 1.0822 -2.5333 0.0 0.0 -0.1 -0.001
C 0.0307 -0.0423 -3.0867 0.0 0.0 0.0 0.000
N 1.1351 -0.3271 -2.1497 0.0 0.0 0.1 0.007
H -0.9307 -2.5743 -1.2743 0.0 0.0 0.0 0.002
H -1.4003 -2.1708 0.2248 0.0 0.0 0.0 0.001
H -3.3327 -1.6168 -0.8869 0.0 0.0 0.0 0.000
H -2.4160 -1.2203 -2.3231 0.0 0.0 0.0 0.000
H -2.6284 0.4116 0.2429 0.0 0.0 0.0 0.001
H -3.2284 0.8734 -1.3597 0.0 0.0 0.0 0.000
H -1.3872 2.1248 0.6160 0.0 0.0 0.0 0.000
H -1.5442 3.0310 -0.8936 0.0 0.0 0.0 0.000
H 0.5872 3.5556 0.2957 0.0 0.0 0.0 0.000
H 0.9110 2.8386 -1.2693 0.0 0.0 0.0 0.000
H 1.1694 1.5359 1.3317 0.0 0.0 0.0 0.002
H 2.2504 1.6138 0.1263 0.0 0.0 0.0 0.002
H -0.3262 2.0303 -2.6989 0.0 0.0 0.0 0.000
H -1.7741 1.1384 -3.0966 0.0 0.0 0.0 0.000
H 0.3877 0.2365 -4.0810 0.0 0.0 0.0 0.000
H -0.5401 -0.9611 -3.2036 0.0 0.0 0.0 0.000
H 1.8553 0.3855 -2.2317 0.0 0.0 0.0 0.003
H 1.5915 -1.1990 -2.4010 0.0 0.0 0.0 0.001
C -0.3456 -2.1953 4.0999 -0.1 -0.1 0.0 0.003
C 0.1732 -1.7557 2.7623 1.3 -1.1 -0.5 0.038
S -0.5659 -0.3966 2.0368 0.0 0.5 -0.6 0.052
C 1.2207 -2.4303 2.1371 -1.3 0.5 1.2 0.029
C 1.8771 -3.6238 2.7680 0.0 -0.1 0.0 0.001
S 1.8041 -1.9033 0.6302 -0.4 1.0 -1.0 0.058
H -1.0052 -1.4427 4.5238 0.0 0.0 0.0 0.000
H 0.4684 -2.3827 4.8011 0.0 0.0 0.0 0.001
H -0.9091 -3.1274 4.0047 0.0 0.0 0.0 0.001
H 2.0350 -3.4803 3.8371 0.0 0.0 0.0 0.001
H 2.8383 -3.8222 2.3003 0.0 0.0 0.0 0.000
H 1.2552 -4.5146 2.6476 0.0 0.0 0.0 0.001
```
Forces are in eV/Å.

## Properties
Frontier orbital gap (spin up / spin down) = 6.738 / 6.413 eV
Spin multiplicity = 2
E = -2455.13389 Eh
LUMO (spin up / spin down) = -0.1193 / -0.1322 Eh
Net charge = +1